ORCA calculation (ωB97M-V/def2-TZVPD) on C13H10IN3O2Rh as an isolated structure.

```
30
C13H10IN3O2Rh | the OMol25 dataset | ωB97M-V/def2-TZVPD
Rh 1.44944 0.53549 -1.00980
O -2.52213 -1.79709 1.71433
C -2.04736 -2.77412 0.93517
C -2.67196 -4.01851 1.04194
C -2.23838 -5.08373 0.28820
C -1.16554 -4.95089 -0.60084
C -0.54526 -3.73596 -0.72091
C -0.96799 -2.62381 0.03515
C -0.27608 -1.36910 -0.16002
O 0.65860 -1.29063 -1.05699
N -0.64985 -0.30080 0.56826
N 0.03341 0.78938 0.22473
C -0.15670 1.99967 0.62049
C 0.75282 3.01363 0.08370
C 0.65344 4.35127 0.40342
C 1.55393 5.24646 -0.16805
C 2.52276 4.77242 -1.03276
C 2.56860 3.41237 -1.30752
N 1.70318 2.55985 -0.77421
H -2.00179 -0.98681 1.57564
H -3.49665 -4.11176 1.73473
H -2.73555 -6.03965 0.38853
H -0.82989 -5.79677 -1.18316
H 0.28622 -3.60851 -1.39905
H -0.96386 2.23346 1.30363
H -0.11371 4.68884 1.08612
H 1.49471 6.30010 0.06724
H 3.24522 5.43169 -1.49060
H 3.32291 2.99248 -1.95996
I 3.13749 0.16103 0.79261
```

Properties
E_HOMO   -11.25 eV
LUMO   -5.829 eV
Charge   +1
Frontier orbital gap   5.42 eV

natural (NBO) population analysis, charges in e, atoms 1 to 5: atom 1 (Rh): 0.91, atom 2 (O): -0.65, atom 3 (C): 0.39, atom 4 (C): -0.28, atom 5 (C): -0.12